140
Properties=species:S:1:pos:R:3:forces:R:3:mulliken_charge:R:1 method="wB97M-V/def2-TZVPD" energy_ha=-4375.26191 charge=+1 homo_ev=-11.151 gap_ev=8.172
H 6.970 -2.289 -3.113 0.02 0.14 0.12 0.21
H -7.907 1.996 5.622 0.12 -0.04 0.10 0.33
C -7.064 -3.201 1.585 0.91 -0.71 -0.62 -0.82
C -0.568 4.911 -7.285 -0.05 -0.11 -0.16 -1.17
O 6.190 0.343 -3.035 -0.57 3.77 0.10 -0.67
H -2.546 1.459 -2.828 0.25 -0.13 -0.01 -0.36
C -2.468 0.447 1.842 -0.24 0.24 -0.02 -0.76
C 0.293 -1.099 -5.545 0.00 0.08 0.14 -1.04
H -2.206 3.015 -3.541 0.08 0.00 -0.21 0.31
H -3.597 1.005 -0.616 -0.05 -0.21 0.23 0.54
C -0.598 4.665 -5.792 -0.01 0.33 -0.35 -0.32
H -2.313 0.134 4.032 -0.20 0.30 -0.26 0.18
H -6.414 -3.888 1.018 -0.33 0.13 0.02 0.39
C 4.179 0.335 -5.358 -0.25 0.14 -0.12 -0.06
H 0.359 4.890 -5.325 0.06 -0.17 -0.08 0.35
H -5.232 -2.217 0.026 0.14 0.49 -0.04 0.45
H -8.009 -0.657 10.973 -0.05 -0.08 -0.04 0.39
H 6.457 1.259 -0.823 -0.07 -0.08 0.32 0.16
H 4.497 2.464 -5.605 -0.08 0.01 0.01 0.37
C -8.274 -1.712 9.123 -0.21 -0.64 0.79 -0.13
O -7.302 0.363 6.662 -0.49 -0.55 -0.67 -0.37
H -2.654 1.439 1.404 0.08 -0.30 -0.08 0.28
H 1.505 0.229 -6.745 -0.03 0.03 -0.04 0.03
C -4.706 -1.918 7.863 0.39 0.12 0.06 -0.32
C -2.280 1.953 -3.771 -0.39 0.36 0.46 0.54
H 0.681 -0.721 -4.593 0.05 -0.05 -0.02 0.23
C -0.321 0.139 3.231 0.38 1.15 -0.04 -0.87
H 3.809 0.433 -4.330 0.02 -0.05 0.01 0.14
H 8.331 -2.870 -4.051 0.07 0.02 0.03 0.45
C 6.528 -1.681 1.068 -0.13 -0.51 -1.19 -0.32
C -9.502 0.560 5.624 -0.01 -0.14 -0.03 -1.07
O 1.282 2.771 -5.768 0.83 -1.39 3.32 -0.88
H 4.192 -0.344 2.099 0.21 0.22 0.11 0.00
P -7.052 -1.272 6.698 3.86 5.15 4.94 1.30
C 3.999 1.635 -6.118 -0.01 -0.07 -0.12 -0.48
H 0.068 4.188 -7.797 0.12 0.04 0.13 0.27
H -1.771 -0.113 1.205 -0.18 0.32 -0.04 0.38
H -1.570 4.802 -7.706 0.00 0.07 0.04 0.31
N -4.700 -0.261 0.743 0.05 0.55 -0.52 0.27
H -2.683 -1.227 7.552 -0.02 -0.01 0.04 0.40
H -1.756 1.737 3.448 -0.23 -0.28 0.13 0.44
O -0.356 1.085 -6.424 0.60 -0.24 0.91 -0.36
H -6.568 -1.000 0.101 0.41 -0.13 -0.22 0.45
H 7.119 -3.264 -0.332 0.10 0.02 0.23 0.26
H 7.080 -1.201 1.887 -0.31 -0.16 0.03 0.38
H 8.403 -0.224 -2.502 -0.17 0.00 -0.08 0.23
C 0.458 -0.069 -6.646 0.10 -0.29 -0.11 -0.16
H -4.350 0.091 2.793 -0.13 -0.34 -0.28 0.41
H -4.507 -2.450 8.796 -0.15 0.05 0.04 0.35
H -0.205 5.915 -7.507 -0.02 -0.01 0.03 0.40
H -3.921 -0.181 6.830 -0.05 -0.14 -0.08 0.21
H -6.816 -1.261 2.446 0.60 -0.03 0.36 0.12
O 5.537 -0.103 -5.338 -0.09 0.86 0.35 -0.49
C 8.549 -0.832 -3.394 0.06 -0.38 0.10 -0.26
H 5.341 0.879 2.636 -0.11 0.03 -0.32 0.43
O 7.922 -0.248 -4.533 0.05 0.81 0.02 -0.40
H 0.144 -0.496 -7.599 -0.07 0.16 -0.02 0.35
H 6.937 1.138 0.874 -0.16 -0.27 -0.06 0.48
H 4.146 0.382 -0.152 -0.08 0.35 0.13 0.20
H 7.594 -0.786 -0.573 -0.33 -0.16 -0.04 -0.01
H 7.526 0.547 -8.166 0.07 0.07 -0.03 0.30
H -1.337 5.325 -5.330 -0.08 -0.15 0.06 0.36
C -3.684 -0.813 7.687 0.03 0.18 -0.02 -1.07
H 9.623 -0.846 -3.594 -0.03 0.07 -0.15 0.41
Cl -4.555 -1.770 -2.702 0.17 0.18 0.25 -0.14
H 0.566 1.751 2.003 -0.04 -0.17 0.22 0.32
O -6.010 -1.378 5.612 -2.75 -2.39 -1.60 -0.72
O -6.016 -1.365 7.971 -0.61 -0.74 -0.21 -0.45
C 8.289 0.319 -7.419 -0.33 -0.20 -0.01 -1.07
H -9.653 -0.515 5.486 -0.03 0.03 -0.03 0.27
H -7.903 -2.946 0.930 0.00 0.11 0.40 0.43
H -4.648 -2.654 7.062 -0.08 0.13 -0.09 0.30
H 0.642 2.056 3.750 -0.10 -0.19 -0.16 0.30
H -5.260 0.587 0.867 0.00 -0.16 0.14 0.53
S -7.526 -4.091 3.107 -0.23 0.17 0.35 -0.19
H -0.760 -1.337 -5.393 0.01 -0.02 -0.07 0.28
H -7.584 0.578 4.621 0.04 0.00 0.00 -0.11
C 2.134 0.618 3.035 -0.98 1.09 -0.18 -0.73
H -8.119 -5.220 2.639 0.27 0.55 -0.30 0.14
H -5.369 -2.390 2.577 -0.11 0.50 0.06 0.55
H -4.304 2.076 -4.481 0.03 -0.01 0.06 0.37
H -0.049 -0.310 4.196 -0.30 -0.03 -0.20 0.46
H -8.890 0.256 9.735 -0.05 -0.07 0.06 0.30
H 8.821 -4.338 1.150 0.25 0.31 0.19 0.39
H 8.491 -2.691 -2.294 0.02 0.02 -0.03 0.34
H 2.301 0.356 4.089 0.20 -0.19 -0.31 0.23
C -8.027 0.914 5.567 -0.16 0.19 -0.04 0.03
C -3.349 1.652 -4.796 -0.04 -0.20 -0.24 -1.11
H 3.604 -0.456 -5.843 0.16 -0.11 0.04 0.20
H -3.541 -1.371 2.218 -0.39 0.07 -0.46 0.31
H 2.893 2.292 1.797 0.03 -0.32 0.00 0.49
H -7.531 -2.471 9.354 0.14 0.15 -0.13 0.25
C -1.786 0.665 3.226 0.50 -0.85 -0.12 -0.44
C 7.125 -3.088 0.752 -0.02 0.30 0.98 -0.58
H 9.253 -2.613 0.932 0.00 -0.11 0.32 0.28
H 4.438 1.563 -7.114 0.03 -0.07 0.03 0.19
H 5.474 -1.855 1.322 0.31 0.34 0.36 0.04
O -8.344 -1.451 7.713 -0.01 -1.41 -2.74 -0.41
C 3.255 1.559 2.529 0.50 -1.00 0.81 -0.92
H -3.676 -0.163 8.564 0.03 -0.06 0.02 0.33
C 6.562 -0.763 -0.181 0.71 0.18 0.96 0.19
H -9.239 -2.141 9.402 -0.06 0.03 -0.30 0.35
O -5.600 0.499 -2.079 -3.38 2.93 -1.53 -0.37
H 8.576 2.374 -6.927 -0.25 0.08 0.12 0.36
H 0.832 -2.016 -5.790 0.02 0.04 -0.01 0.45
H 9.248 0.197 -7.925 0.00 0.09 0.03 0.39
C -8.063 -0.435 9.906 0.06 0.34 -0.26 -1.06
H 9.202 1.303 -5.706 -0.14 -0.17 0.08 0.25
H 8.014 -0.630 -6.963 0.10 0.04 0.11 0.27
H -9.923 0.822 6.594 0.03 0.05 -0.02 0.24
C 8.527 -3.304 1.377 -0.78 -0.30 -0.82 -1.29
O -1.011 3.324 -5.519 0.19 -0.28 0.92 -0.44
O 7.132 1.617 -5.717 -1.35 1.33 2.30 -0.41
C 8.378 1.437 -6.403 0.82 0.35 -0.26 -0.17
H 6.464 -3.839 1.214 0.15 0.08 -0.31 0.36
C 4.776 0.999 0.506 1.06 0.07 0.48 -0.69
C -3.943 -0.027 -0.537 0.61 -1.52 -0.74 -1.01
C -5.679 -1.399 0.606 -0.53 -0.78 0.89 -0.97
O -1.023 1.408 -4.165 2.78 -0.18 0.79 -0.31
H -0.142 -0.613 2.448 -0.29 0.01 0.29 0.31
C -3.794 -0.341 1.949 1.01 0.62 1.20 -0.65
C -4.826 -0.285 -1.787 2.83 -2.17 1.69 0.44
H 2.934 1.880 -6.208 0.63 -0.07 0.04 0.03
H -10.056 1.083 4.844 0.03 0.00 0.00 0.43
H -7.151 0.082 9.613 0.06 -0.14 0.01 0.26
C 6.255 0.721 0.116 -0.63 -0.23 -0.74 -0.83
H 2.071 -0.315 2.454 0.27 0.25 0.06 0.44
H -3.111 -0.738 -0.566 -0.06 0.33 0.20 0.58
H 3.604 2.121 3.409 -0.16 0.13 -0.37 0.31
H 5.901 -1.188 -0.951 0.15 0.36 0.12 0.11
C 8.057 -2.251 -3.194 -0.10 -0.12 -0.08 -1.11
H 4.595 2.067 0.314 -0.17 -0.31 -0.06 0.49
H -3.104 2.049 -5.779 0.09 0.13 0.10 0.37
C -6.161 -1.986 1.944 -1.27 -0.42 -0.49 -0.44
P 6.611 0.739 -4.419 1.96 -6.78 -2.92 1.14
C 0.717 1.270 2.985 0.44 -0.84 -0.02 -0.56
H -3.466 0.572 -4.910 -0.04 0.01 0.06 0.23
H 8.452 -3.185 2.463 0.25 0.09 -0.23 0.37
P 0.055 2.114 -5.209 -5.12 2.19 -5.53 1.14
C 4.462 0.715 1.998 -0.62 0.29 -0.39 -0.27